# C33H40N4P2RuTe

C33H40N4P2RuTe as an isolated structure in a non-equilibrium geometry (wB97M-V/def2-TZVPD, the Open Molecules 2025 dataset).

Each line ends with the Mulliken charge.
Geometry (Å):
Ru: 1.123 -2.363 -1.752  -0.68
C: 3.818 -3.903 -3.489  -0.20
C: 3.364 -2.827 -4.142  -0.82
C: 2.649 -2.929 -5.471  -1.65
C: 1.459 -3.913 -5.494  -1.70
C: 0.746 -4.017 -4.165  1.62
C: 1.132 -4.726 -3.103  -1.23
C: 2.203 -5.785 -3.136  -1.32
C: 3.492 -5.319 -3.839  -1.13
C: -0.540 -1.346 0.371  -0.58
H: 4.483 -3.776 -2.637  0.35
H: 3.734 -1.840 -3.873  2.07
H: 3.353 -3.237 -6.267  0.50
H: 2.316 -1.947 -5.814  0.42
H: 0.731 -3.590 -6.261  0.49
H: 1.799 -4.902 -5.857  0.52
H: -0.266 -3.613 -4.202  0.78
H: 0.559 -4.758 -2.175  0.40
H: 1.843 -6.736 -3.595  0.38
H: 2.487 -6.025 -2.099  0.33
H: 4.333 -5.957 -3.535  0.51
H: 3.426 -5.489 -4.920  0.38
H: -1.024 -1.643 1.310  0.70
H: -0.023 -2.271 -0.184  -0.06
H: -1.186 -0.683 -0.245  0.22
P: -0.483 -1.198 -2.926  0.71
P: 2.462 -0.499 -2.093  0.00
N: -1.830 -2.694 -3.027  0.56
N: -1.822 -0.023 -2.906  0.74
N: 4.041 -1.484 -1.392  0.68
N: 3.221 1.101 -1.628  0.65
C: 0.580 -0.596 -4.310  -0.55
C: 1.991 -0.109 -3.829  -1.44
C: -1.452 -3.650 -2.102  -0.26
C: -2.193 -4.801 -2.250  -0.57
C: -3.161 -4.539 -3.263  -0.88
C: -2.896 -3.248 -3.740  -0.79
C: -2.962 -0.246 -2.106  -0.52
C: -3.968 0.604 -2.526  -0.81
C: -3.464 1.358 -3.640  -0.74
C: -2.156 0.947 -3.861  -0.39
C: 3.665 -2.619 -0.694  -0.62
C: 4.803 -3.310 -0.257  -0.95
C: 5.929 -2.555 -0.722  -0.79
C: 5.433 -1.426 -1.391  -0.28
C: 4.423 1.628 -2.117  -0.44
C: 4.549 2.931 -1.648  -0.93
C: 3.383 3.218 -0.854  -0.80
C: 2.559 2.103 -0.924  0.26
H: 0.118 0.260 -4.817  0.42
H: 0.600 -1.443 -5.021  -0.07
H: 2.774 -0.441 -4.514  0.83
H: 2.024 0.994 -3.840  0.69
H: -0.607 -3.483 -1.393  0.28
H: -1.999 -5.711 -1.678  0.50
H: -3.939 -5.237 -3.578  0.45
H: -3.400 -2.689 -4.521  0.55
H: -2.940 -1.014 -1.341  0.46
H: -4.949 0.667 -2.089  0.49
H: -3.991 2.106 -4.199  0.49
H: -1.429 1.268 -4.586  0.45
H: 2.595 -2.828 -0.517  0.71
H: 4.781 -4.245 0.286  0.50
H: 6.979 -2.791 -0.595  0.45
H: 5.976 -0.590 -1.824  0.33
H: 5.079 1.029 -2.727  0.58
H: 5.372 3.595 -1.852  0.48
H: 3.173 4.122 -0.315  0.49
H: 1.571 1.903 -0.513  -0.20
Te: 1.258 -0.406 0.874  0.71
C: 0.146 1.014 2.032  0.78
C: -0.048 0.721 3.394  -0.45
C: -0.923 1.533 4.130  -0.54
C: -1.567 2.616 3.520  -0.50
C: -1.349 2.896 2.168  -0.66
C: -0.497 2.084 1.396  -0.08
H: 0.450 -0.153 3.836  0.32
H: -1.105 1.301 5.180  0.40
H: -2.265 3.229 4.087  0.40
H: -1.849 3.729 1.671  0.40
H: -0.347 2.235 0.317  0.19

The LUMO energy (spin up / spin down) comes out at -6.63 / -9.19 eV. The expectation value of S² is 6.03. As for the charge: +2. Its spin multiplicity is 5. The energy is -2545.18674 a.u.

***

# C33H41BrFN5O2SiW

C33H41BrFN5O2SiW as an isolated structure in a non-equilibrium geometry (wB97M-V/def2-TZVPD, the Open Molecules 2025 dataset).

Each line ends with the Mulliken charge.
Geometry (Å):
W: 0.115 -0.385 0.191  1.82
C: 1.255 -3.239 5.189  -1.87
C: 1.380 -2.105 4.204  -0.28
C: 2.087 -0.975 4.504  -1.31
C: 2.201 0.147 3.622  0.17
C: 2.999 1.202 4.118  -0.34
N: 3.366 2.371 3.664  -0.12
C: 3.028 3.115 2.447  0.17
C: 4.256 3.284 1.551  -0.88
C: 4.685 2.031 0.788  -0.85
N: 3.706 1.664 -0.229  0.53
C: 3.907 1.709 -1.504  0.09
C: 2.930 1.487 -2.518  0.16
C: 3.267 1.862 -3.832  -0.94
C: 2.317 1.964 -4.827  0.03
C: 2.667 2.366 -6.235  -1.62
C: 0.990 1.757 -4.450  -0.65
C: 0.608 1.354 -3.174  0.74
C: -0.809 1.333 -2.836  -0.67
N: -1.298 0.865 -1.761  0.02
C: -2.753 0.954 -1.622  -1.25
C: -3.393 -0.428 -1.693  -0.50
C: -3.114 -1.317 -0.495  -0.92
N: -1.698 -1.375 -0.155  0.16
C: -0.928 -2.171 0.406  -0.88
C: 0.840 -1.154 2.036  1.92
C: 0.738 -2.177 2.944  -0.29
C: 1.545 0.010 2.379  1.22
O: 1.482 0.847 1.371  -1.52
C: 1.594 1.126 -2.205  1.29
O: 1.331 0.728 -0.991  -0.80
H: 2.136 -3.311 5.826  0.43
H: 1.132 -4.193 4.677  0.39
H: 0.388 -3.100 5.837  0.35
H: 2.588 -0.914 5.465  0.40
H: 3.419 1.002 5.100  0.46
H: 3.964 2.885 4.297  0.34
H: 2.682 4.097 2.767  0.35
H: 2.207 2.613 1.946  -0.30
H: 5.104 3.621 2.153  0.46
H: 4.057 4.087 0.838  0.39
H: 4.804 1.180 1.462  0.25
H: 5.642 2.206 0.297  0.56
H: 2.790 1.337 0.108  -0.23
H: 4.897 2.024 -1.826  0.49
H: 4.300 2.113 -4.053  0.41
H: 3.744 2.466 -6.362  0.37
H: 2.209 3.322 -6.493  0.37
H: 2.313 1.626 -6.952  0.37
H: 0.208 1.935 -5.183  0.49
H: -1.468 1.780 -3.589  0.29
H: -3.173 1.577 -2.416  0.56
H: -2.978 1.424 -0.665  0.34
H: -3.103 -0.927 -2.621  0.20
H: -4.476 -0.299 -1.738  0.46
H: -3.466 -2.336 -0.663  0.44
H: -3.607 -0.925 0.397  0.40
H: -1.076 -3.178 0.781  0.78
H: 0.184 -3.086 2.724  0.30
C: 2.221 -3.642 -3.195  -1.16
Si: 0.632 -3.067 -2.410  0.47
C: -0.591 -4.452 -2.029  -1.36
C: -0.229 -1.868 -3.533  -0.51
N: 1.171 -2.205 -0.878  -0.04
C: 2.094 -2.901 -0.152  0.28
C: 2.072 -4.319 -0.003  -0.04
C: 2.972 -4.985 0.791  -1.07
C: 3.991 -4.285 1.444  -0.67
C: 4.094 -2.910 1.285  -0.89
C: 3.163 -2.257 0.518  -0.16
F: 3.322 -0.943 0.324  0.28
H: 1.989 -4.282 -4.051  0.41
H: 2.873 -4.203 -2.526  0.37
H: 2.776 -2.781 -3.575  0.31
H: -0.288 -5.366 -2.545  0.46
H: -1.572 -4.177 -2.425  0.40
H: -0.732 -4.708 -0.979  0.40
H: 0.459 -1.404 -4.241  0.29
H: -0.738 -1.085 -2.981  -0.44
H: -0.985 -2.410 -4.107  0.54
H: 1.293 -4.881 -0.497  0.26
H: 2.895 -6.058 0.904  0.52
H: 4.712 -4.811 2.054  0.46
H: 4.893 -2.341 1.741  0.51
Br: -1.515 1.014 1.598  -0.35

The LUMO energy (spin up / spin down) comes out at -5.73 / -7.29 eV. The expectation value of S² is 2.04. As for the charge: +2. The energy relative to the best compared isomer or geometry (same formula, charge and spin) is 81.63 kcal/mol. Its spin multiplicity is 3. The energy is -4736.36152 a.u.

***

# C33H41Cl2IrN2O2Te

C33H41Cl2IrN2O2Te as an isolated structure (wB97M-V/def2-TZVPD, the Open Molecules 2025 dataset).

Each line ends with the Mulliken charge.
Geometry (Å):
Ir: -0.794 0.258 -0.450  2.21
C: -0.219 1.998 -1.526  -0.70
C: -0.991 2.416 -0.372  0.57
C: -2.315 1.807 -0.536  -0.52
C: -2.279 1.053 -1.763  -0.79
C: -1.013 1.215 -2.403  -0.42
C: -0.614 0.719 -3.768  2.45
C: 0.873 0.366 -3.824  -1.42
C: -1.465 -0.476 -4.199  -1.59
C: -0.888 1.903 -4.715  -1.77
C: -3.635 1.927 0.231  2.26
C: -4.109 3.387 0.113  -1.65
C: -4.708 1.076 -0.460  -2.00
C: -3.590 1.431 1.682  -1.48
C: -0.349 3.525 0.482  2.06
C: 1.157 3.247 0.608  -1.78
C: -0.543 4.814 -0.339  -1.63
C: -0.841 3.782 1.903  -1.84
H: 0.803 2.282 -1.711  0.30
H: -3.105 0.492 -2.165  0.76
H: 1.119 -0.440 -3.134  0.11
H: 1.501 1.227 -3.591  0.35
H: 1.128 0.042 -4.833  0.46
H: -1.353 -1.314 -3.511  0.14
H: -1.150 -0.805 -5.190  0.47
H: -2.522 -0.210 -4.268  0.37
H: -0.276 2.768 -4.454  0.33
H: -1.937 2.200 -4.686  0.34
H: -0.647 1.610 -5.738  0.50
H: -4.149 3.692 -0.935  0.35
H: -3.474 4.090 0.639  0.21
H: -5.116 3.473 0.523  0.52
H: -4.914 1.418 -1.475  0.35
H: -5.635 1.160 0.107  0.47
H: -4.437 0.019 -0.485  0.28
H: -2.769 1.825 2.254  0.10
H: -3.523 0.343 1.702  0.30
H: -4.518 1.714 2.183  0.53
H: 1.681 3.328 -0.346  0.37
H: 1.347 2.258 1.024  0.34
H: 1.598 3.990 1.274  0.52
H: -0.148 4.706 -1.350  0.29
H: -0.009 5.633 0.145  0.49
H: -1.595 5.092 -0.412  0.31
H: -0.625 2.943 2.559  0.24
H: -1.891 4.032 1.971  0.27
H: -0.284 4.635 2.293  0.55
Cl: 4.045 -4.816 1.935  -0.22
C: 3.111 -3.422 1.517  0.01
C: 3.351 -2.210 2.186  -0.58
C: 2.612 -1.095 1.899  0.48
Cl: 2.946 0.372 2.746  -0.14
C: 1.550 -1.109 0.947  0.11
O: 0.851 -0.038 0.779  -0.75
C: 1.383 -2.332 0.238  0.76
C: 0.554 -2.436 -0.911  -0.39
O: -0.225 -1.589 -1.379  -1.01
C: 2.166 -3.473 0.541  -1.10
H: 4.126 -2.157 2.939  0.46
H: 0.642 -3.369 -1.481  0.41
H: 2.009 -4.386 -0.020  0.47
Te: 0.056 -0.071 4.680  0.28
C: 0.868 -1.239 6.196  0.24
C: 0.932 -2.629 6.075  -0.16
C: 1.488 -3.388 7.091  -0.63
C: 1.984 -2.768 8.231  -0.40
C: 1.926 -1.386 8.355  -0.56
C: 1.372 -0.620 7.342  -0.54
H: 0.549 -3.112 5.186  0.35
H: 1.536 -4.465 6.995  0.39
H: 2.418 -3.363 9.023  0.38
H: 2.314 -0.904 9.242  0.37
H: 1.332 0.457 7.437  0.35
N: -1.552 -1.553 2.030  0.88
C: -2.267 -2.634 2.369  -0.54
C: -3.019 -2.995 1.271  -1.15
C: -2.695 -2.049 0.298  -0.37
N: -1.814 -1.172 0.775  -0.22
H: -0.941 -1.018 2.650  -0.25
H: -2.195 -3.057 3.357  0.45
H: -3.706 -3.819 1.188  0.50
H: -3.034 -1.971 -0.722  0.44

The LUMO energy (spin up / spin down) comes out at -3.13 / -4.21 eV. The expectation value of S² is 0.76. As for the charge: +1. The energy relative to the best compared isomer or geometry (same formula, charge and spin) is 5.75 kcal/mol. Its spin multiplicity is 2. The energy is -2834.60194 a.u.